[1]
Formula: C4H8N2
Source: OMol25
Level of theory: ωB97M-V/def2-TZVPD

Each line ends with the Löwdin charge.
Cartesian coordinates (Å):
C (-0.917, 1.737, 1.075)  -0.0849
C (0.567, -0.061, -0.200)  -0.4033
C (0.052, -1.257, 0.402)  -0.2059
C (0.653, -1.398, -0.955)  -0.1052
H (-1.201, 2.545, 1.719)  0.0625
H (-0.508, 0.649, 1.375)  0.1030
H (0.138, 1.184, -1.637)  0.1028
H (1.306, 0.439, 0.351)  0.1227
H (-1.048, -1.292, 0.497)  0.1117
H (0.655, -1.663, 1.406)  0.1703
H (-0.142, -1.590, -1.735)  0.1141
H (1.558, -1.966, -1.289)  0.1045
N (-0.704, 1.906, -0.104)  -0.0733
N (-0.409, 0.765, -0.907)  -0.0191

* orbital gap: 10.51 eV
* HOMO energy: -9.3 eV
* energy above the lowest of the compared OMol25 structures with the same formula, charge and spin: 3.923 eV
* DFT total energy: -7253.9526 eV
* LUMO level: 1.16 eV

[2]
Formula: C31H45N3P2ReS5Sb
Source: OMol25
Level of theory: ωB97M-V/def2-TZVPD

Each line ends with the Löwdin charge.
Cartesian coordinates (Å):
Re (0.442, 0.967, -0.116)  0.6383
C (1.057, -5.245, 1.439)  -0.0747
C (0.771, -3.817, 1.911)  -0.5098
C (-0.296, -3.773, 3.006)  -0.0837
P (0.497, -2.554, 0.609)  0.7881
C (1.557, -2.946, -0.822)  -0.5026
C (1.976, -1.717, -1.614)  -0.1303
C (0.824, -3.952, -1.720)  -0.0770
C (-1.229, -2.387, 0.120)  -0.2580
C (-1.947, -3.584, 0.171)  -0.0444
C (-3.325, -3.653, 0.026)  -0.2318
C (-4.061, -4.959, 0.071)  -0.0171
C (-3.996, -2.444, -0.124)  0.0150
C (-3.313, -1.246, -0.190)  -0.0037
C (-1.918, -1.178, -0.121)  -0.2492
N (-1.285, 0.087, -0.277)  -0.1655
C (-2.110, 1.222, -0.617)  -0.3851
C (-2.839, 1.257, -1.805)  -0.0260
C (-3.501, 2.411, -2.162)  0.0181
C (-3.451, 3.566, -1.369)  -0.2221
C (-4.165, 4.816, -1.786)  -0.0177
C (-2.696, 3.533, -0.203)  -0.0212
C (-2.034, 2.374, 0.192)  -0.3083
P (-0.719, 2.313, 1.440)  0.9906
C (0.031, 3.932, 1.871)  -0.4983
C (-0.849, 4.771, 2.807)  -0.0769
C (0.512, 4.737, 0.666)  -0.1172
C (-1.446, 1.665, 2.992)  -0.5078
C (-0.417, 1.478, 4.107)  -0.1055
C (-2.342, 0.445, 2.809)  -0.0905
H (1.380, -5.820, 2.307)  0.1006
H (1.858, -5.296, 0.704)  0.0795
H (0.175, -5.743, 1.039)  0.0773
H (1.713, -3.422, 2.318)  0.0949
H (-1.230, -4.223, 2.669)  0.0797
H (-0.504, -2.760, 3.350)  0.0609
H (0.061, -4.347, 3.860)  0.0997
H (2.444, -3.405, -0.378)  0.0812
H (1.115, -1.090, -1.871)  0.0287
H (2.413, -2.035, -2.563)  0.1042
H (2.728, -1.137, -1.085)  0.0014
H (-0.016, -3.477, -2.230)  0.0863
H (0.452, -4.826, -1.189)  0.0668
H (1.526, -4.303, -2.476)  0.1012
H (-1.412, -4.507, 0.351)  0.0976
H (-3.384, -5.796, 0.227)  0.0850
H (-4.601, -5.128, -0.861)  0.0980
H (-4.797, -4.958, 0.876)  0.0979
H (-5.077, -2.434, -0.185)  0.1362
H (-3.890, -0.340, -0.287)  0.1173
H (-2.860, 0.385, -2.445)  0.1305
H (-4.071, 2.430, -3.083)  0.1329
H (-5.032, 4.591, -2.403)  0.0910
H (-3.497, 5.450, -2.373)  0.1021
H (-4.493, 5.393, -0.922)  0.0918
H (-2.623, 4.429, 0.398)  0.1123
H (0.915, 3.604, 2.432)  0.1116
H (-1.793, 5.059, 2.345)  0.0799
H (-0.311, 5.689, 3.041)  0.0985
H (-1.064, 4.274, 3.751)  0.0722
H (-0.297, 4.967, -0.030)  0.0710
H (1.306, 4.230, 0.124)  0.0237
H (0.917, 5.682, 1.026)  0.0980
H (-2.099, 2.507, 3.257)  0.1141
H (0.247, 0.638, 3.907)  0.0144
H (-0.944, 1.268, 5.039)  0.1008
H (0.203, 2.359, 4.270)  0.0667
H (-1.771, -0.445, 2.547)  0.0342
H (-3.110, 0.608, 2.052)  0.0746
H (-2.849, 0.246, 3.754)  0.1011
S (4.430, -1.968, 1.255)  0.0202
Sb (3.396, -0.187, 2.032)  0.1415
S (2.662, 1.303, 0.178)  0.1008
S (0.786, -0.800, 1.651)  0.3030
S (3.298, 1.013, 3.862)  0.0046
C (1.868, 2.401, -6.596)  -0.0092
C (1.201, 1.667, -5.481)  -0.2913
C (0.634, 0.402, -5.643)  0.0172
C (0.070, -0.196, -4.536)  -0.1031
N (0.043, 0.394, -3.336)  0.0355
C (0.604, 1.595, -3.297)  -0.7015
S (0.551, 2.499, -1.752)  0.7022
N (1.173, 2.261, -4.283)  0.1162
H (1.587, 1.999, -7.567)  0.0872
H (2.951, 2.313, -6.487)  0.1005
H (1.621, 3.459, -6.545)  0.0929
H (0.636, -0.092, -6.604)  0.1235
H (-0.382, -1.180, -4.602)  0.1185

* orbital gap: 6.24 eV
* HOMO energy: -13.7 eV
* energy above the lowest of the compared OMol25 structures with the same formula, charge and spin: 0.289 eV
* total charge: +2
* DFT total energy: -118758.5336 eV
* LUMO level: -7.45 eV

[3]
Formula: C4H9BO2
Source: OMol25
Level of theory: ωB97M-V/def2-TZVPD

Each line ends with the Löwdin charge.
Cartesian coordinates (Å):
B (0.798, 0.226, 0.225)  -0.1592
C (-0.858, -0.050, 0.051)  -0.4234
C (1.657, -0.267, -0.980)  -0.0265
C (1.466, 0.454, 1.628)  -0.0309
C (-2.960, 0.452, 0.764)  -0.0822
O (-1.237, -0.938, -0.678)  0.0873
O (-1.620, 0.769, 0.750)  -0.0421
H (1.733, 0.338, -1.852)  0.0600
H (1.264, -1.039, -1.613)  0.0620
H (2.672, -0.550, -0.890)  0.0485
H (1.366, -0.446, 2.244)  0.0781
H (0.925, 1.166, 2.344)  0.0874
H (2.477, 0.747, 1.672)  0.0338
H (-3.344, 0.784, 1.743)  0.1039
H (-3.113, -0.622, 0.413)  0.1192
H (-3.424, 1.071, 0.022)  0.0839

* orbital gap: 10.22 eV
* HOMO energy: -9.9 eV
* energy above the lowest of the compared OMol25 structures with the same formula, charge and spin: 3.163 eV
* DFT total energy: -9064.4065 eV
* LUMO level: 0.34 eV

[4]
Formula: C23H32NO4Se2V
Source: OMol25
Level of theory: ωB97M-V/def2-TZVPD

Each line ends with the Löwdin charge.
Cartesian coordinates (Å):
V (-0.481, -0.248, 0.138)  0.6570
C (1.980, -1.411, 2.237)  -0.0044
C (0.656, -0.691, 2.188)  -0.2123
C (0.614, 0.716, 2.207)  -0.1706
C (1.890, 1.474, 2.440)  0.0195
C (-0.615, 1.383, 2.008)  -0.2000
C (-0.676, 2.875, 1.855)  0.0047
C (-1.826, 0.652, 1.958)  -0.2271
C (-3.122, 1.422, 1.942)  -0.0101
C (-1.798, -0.758, 2.096)  -0.2473
C (-3.079, -1.539, 2.250)  -0.0439
C (-0.552, -1.430, 2.206)  -0.2272
C (-0.508, -2.915, 2.484)  0.0049
H (2.777, -0.810, 1.804)  0.0902
H (1.936, -2.354, 1.699)  0.0935
H (2.263, -1.633, 3.269)  0.1208
H (2.490, 1.558, 1.530)  0.1009
H (2.494, 0.960, 3.185)  0.1057
H (1.699, 2.477, 2.806)  0.0947
H (-1.099, 3.334, 2.752)  0.1199
H (-1.318, 3.148, 1.020)  0.0905
H (0.299, 3.313, 1.677)  0.0821
H (-3.213, 2.067, 1.070)  0.0651
H (-3.152, 2.077, 2.815)  0.1162
H (-3.997, 0.785, 1.990)  0.0824
H (-3.896, -1.127, 1.665)  0.0790
H (-3.382, -1.513, 3.301)  0.1270
H (-2.969, -2.577, 1.963)  0.0545
H (-0.552, -3.524, 1.578)  0.0875
H (-1.345, -3.208, 3.112)  0.0997
H (0.402, -3.183, 3.011)  0.0936
O (0.734, -1.326, -0.915)  -0.1739
C (1.844, -1.064, -1.448)  -0.0837
C (2.407, 0.217, -1.560)  -0.1059
C (3.663, 0.367, -2.195)  0.0861
C (4.179, 1.612, -2.326)  -0.1135
C (3.494, 2.743, -1.862)  0.0694
C (2.264, 2.617, -1.261)  0.0341
C (1.696, 1.350, -1.088)  -0.2949
O (0.510, 1.235, -0.522)  -0.2471
N (5.495, 1.787, -2.980)  -0.3477
O (5.966, 2.901, -2.954)  0.1168
O (5.935, 0.840, -3.590)  0.1129
H (2.394, -1.907, -1.875)  0.1631
H (4.210, -0.488, -2.576)  0.1462
H (3.958, 3.714, -1.988)  0.1404
H (1.720, 3.485, -0.911)  0.1356
C (-1.211, 1.156, -3.075)  -0.2764
Se (-2.115, 1.014, -1.367)  1.1118
C (-3.521, -0.237, -1.859)  -0.4689
C (-2.974, -1.592, -2.237)  -0.4655
Se (-1.991, -2.361, -0.739)  1.1142
C (-0.911, -3.599, -1.757)  -0.3020
H (-1.961, 1.405, -3.820)  0.0554
H (-0.695, 0.236, -3.335)  0.0424
H (-0.502, 1.973, -2.985)  0.0400
H (-4.078, 0.207, -2.681)  0.0925
H (-4.184, -0.283, -0.996)  0.0749
H (-2.291, -1.538, -3.080)  0.0754
H (-3.779, -2.280, -2.484)  0.0929
H (-0.284, -3.066, -2.464)  0.0354
H (-1.594, -4.272, -2.268)  0.0523
H (-0.301, -4.162, -1.057)  0.0413

* orbital gap (spin up / spin down): 7.65 / 7.80 eV
* HOMO energy (spin up / spin down): -14.6 / -14.9 eV
* energy above the lowest of the compared OMol25 structures with the same formula, charge and spin: 0.000 eV
* total charge: +2
* DFT total energy: -190415.7343 eV
* <S²>: 2.03
* spin multiplicity: 3
* LUMO level (spin up / spin down): -6.99 / -7.06 eV

[5]
Formula: C2H2Br6
Source: OMol25
Level of theory: ωB97M-V/def2-TZVPD

Each line ends with the Löwdin charge.
Cartesian coordinates (Å):
C (2.648, 11.094, -3.005)  -1.5245
Br (1.942, 12.258, -1.601)  0.4941
Br (1.912, 11.432, -4.809)  0.4687
Br (2.444, 9.134, -2.530)  0.4093
H (3.731, 11.219, -2.991)  -0.1027
C (7.651, 8.788, -1.469)  -1.5900
Br (8.033, 9.476, 0.367)  0.2817
Br (9.211, 8.742, -2.707)  0.2897
Br (6.141, 9.800, -2.226)  0.3417
H (7.375, 7.734, -1.496)  -0.0680

* orbital gap (spin up / spin down): 2.93 / 8.01 eV
* HOMO energy (spin up / spin down): -1.0 / -5.9 eV
* energy above the lowest of the compared OMol25 structures with the same formula, charge and spin: 0.025 eV
* total charge: -1
* DFT total energy: -422360.9680 eV
* <S²>: 0.75
* spin multiplicity: 2
* LUMO level (spin up / spin down): 1.91 / 2.15 eV

[6]
Formula: C24H48O9P
Source: OMol25
Level of theory: ωB97M-V/def2-TZVPD

Each line ends with the Löwdin charge.
Cartesian coordinates (Å):
C (3.388, -4.986, 2.678)  -0.0355
C (2.607, -5.191, 1.381)  -0.3573
C (1.202, -4.593, 1.460)  -0.1129
C (0.331, -5.220, 2.551)  -0.3984
C (-0.052, -6.693, 2.315)  -0.2831
O (-1.441, -6.843, 2.511)  -0.3932
P (-2.241, -5.405, 1.876)  0.3641
O (-0.887, -4.488, 2.516)  -0.3700
O (3.298, -4.803, 0.185)  -0.1029
C (4.118, -3.666, 0.233)  -0.1938
C (3.415, -2.384, 0.598)  -0.2127
C (3.905, -1.587, 1.636)  -0.0523
C (3.294, -0.384, 1.982)  -0.0860
C (2.169, 0.031, 1.284)  -0.0884
C (1.673, -0.766, 0.263)  -0.0711
C (2.287, -1.953, -0.095)  -0.0367
H (3.194, -3.985, 3.062)  0.0786
H (2.994, -5.663, 3.427)  0.0768
H (4.457, -5.137, 2.569)  0.0750
H (2.454, -6.266, 1.279)  0.1351
H (0.700, -4.794, 0.519)  0.1171
H (1.242, -3.536, 1.698)  0.1080
H (0.738, -5.064, 3.550)  0.1264
H (0.396, -7.280, 3.120)  0.1041
H (0.202, -7.081, 1.328)  0.0965
H (-3.407, -6.170, 1.449)  -0.0697
H (-1.536, -5.696, 0.619)  -0.0188
H (-2.776, -4.219, 1.226)  -0.0727
H (-2.934, -5.126, 3.117)  -0.0398
H (5.015, -3.797, 0.840)  0.1080
H (4.480, -3.542, -0.790)  0.1275
H (4.786, -1.910, 2.175)  0.1055
H (3.712, 0.211, 2.779)  0.0926
H (1.707, 0.968, 1.550)  0.0941
H (0.802, -0.411, -0.267)  0.0833
H (1.890, -2.562, -0.892)  0.1230
C (-7.111, 1.884, -1.250)  -0.1175
O (-5.828, 1.431, -1.608)  -0.1921
C (-5.144, 2.355, -2.433)  -0.2102
C (-3.661, 2.057, -2.459)  -0.1830
O (-2.956, 2.551, -1.331)  -0.1482
C (-3.114, 1.820, -0.117)  -0.1773
C (-2.341, 0.524, -0.086)  -0.2081
O (-3.035, -0.485, -0.793)  -0.1959
C (-2.185, -1.560, -1.145)  -0.0996
H (-7.735, 2.053, -2.136)  0.0853
H (-7.573, 1.114, -0.635)  0.0889
H (-7.050, 2.811, -0.667)  0.0868
H (-5.300, 3.378, -2.067)  0.1269
H (-5.545, 2.277, -3.455)  0.1261
H (-3.234, 2.590, -3.313)  0.1233
H (-3.476, 0.991, -2.605)  0.1262
H (-4.170, 1.663, 0.107)  0.1229
H (-2.702, 2.467, 0.662)  0.1214
H (-2.210, 0.196, 0.954)  0.1372
H (-1.352, 0.689, -0.533)  0.1157
H (-1.393, -1.213, -1.823)  0.0829
H (-2.786, -2.304, -1.662)  0.0895
H (-1.738, -2.020, -0.258)  0.0889
C (0.634, 5.610, -4.203)  -0.1221
O (0.720, 5.545, -2.801)  -0.1993
C (-0.156, 4.563, -2.262)  -0.1996
C (0.237, 4.211, -0.845)  -0.1700
O (1.316, 3.286, -0.775)  -0.1330
C (2.614, 3.793, -1.039)  -0.1831
C (3.197, 4.600, 0.099)  -0.2049
O (2.693, 5.927, 0.091)  -0.1977
C (2.889, 6.573, 1.326)  -0.1202
H (-0.383, 5.860, -4.528)  0.0861
H (1.314, 6.390, -4.542)  0.0847
H (0.935, 4.659, -4.659)  0.0881
H (-0.129, 3.655, -2.876)  0.1302
H (-1.177, 4.968, -2.266)  0.1281
H (-0.610, 3.696, -0.390)  0.1137
H (0.440, 5.106, -0.253)  0.1244
H (2.639, 4.356, -1.974)  0.1224
H (3.240, 2.907, -1.167)  0.1281
H (4.290, 4.642, -0.009)  0.1268
H (2.953, 4.110, 1.049)  0.1273
H (2.347, 6.057, 2.128)  0.0883
H (2.498, 7.585, 1.236)  0.0855
H (3.954, 6.624, 1.583)  0.0859

* orbital gap: 6.03 eV
* HOMO energy: -3.8 eV
* energy above the lowest of the compared OMol25 structures with the same formula, charge and spin: 0.000 eV
* total charge: -1
* DFT total energy: -53378.4300 eV
* LUMO level: 2.21 eV

| no. | F_max (eV/Å) |
| --- | --- |
| 1 | 5.62 |
| 2 | 0.53 |
| 3 | 3.24 |
| 4 | 1.24 |
| 5 | 1.68 |
| 6 | 1.92 |